Entry 1:
16
Properties=species:S:1:pos:R:3:lowdin_charge:R:1 method="wB97M-V/def2-TZVPD" max_force_ev_per_a=2.264 gap_ev=10.51 de_lowest_kj_mol=145.2 homo_energy_ev=-9.73 total_charge=0 lumo_ev=0.783
C -1.46168 -1.07057 -1.91095 -0.04
N -1.28693 0.03103 -0.92929 -0.01
C -0.06971 0.40299 -0.42913 -0.46
O 0.93489 0.15519 -1.07434 0.05
C 0.03701 0.69620 1.06606 -0.08
C 1.38458 0.26279 1.68229 -0.24
O 2.53795 0.82687 1.05599 -0.08
H -1.76642 -1.92262 -1.32164 0.08
H -2.25275 -0.79352 -2.60860 0.08
H -0.54893 -1.05581 -2.49608 0.08
H -2.12159 0.40427 -0.51974 0.12
H -0.67774 -0.01326 1.50856 0.12
H -0.25743 1.65602 1.48923 0.12
H 1.60085 -0.80931 1.65950 0.12
H 1.41080 0.67144 2.68660 0.11
H 2.53710 0.55832 0.14157 0.05



Entry 2:
112
Properties=species:S:1:pos:R:3:lowdin_charge:R:1 method="wB97M-V/def2-TZVPD" max_force_ev_per_a=5.464 gap_ev=9.11 homo_energy_ev=-9.19 total_charge=0 lumo_ev=-0.079
C 7.34710 -0.03399 1.09046 0.00
C 6.42276 0.49140 2.27943 -0.31
C 5.89376 1.91099 2.13290 -0.09
O 4.50205 1.79221 2.32914 0.10
C 4.16001 0.52278 2.38346 -0.48
O 3.02269 0.01636 2.44997 0.11
O 5.26450 -0.30178 2.34091 0.05
H 7.68897 -1.04616 1.30664 0.08
H 8.19299 0.64704 0.99685 0.08
H 6.74790 0.02085 0.18159 0.08
H 6.91445 0.46580 3.25189 0.15
H 6.07436 2.25392 1.11412 0.14
H 6.32710 2.54387 2.90734 0.14
C -4.08534 -3.25722 2.08830 -0.01
C -5.04976 -2.04626 2.22009 -0.28
C -5.02725 -1.00147 1.15263 -0.10
O -6.25952 -1.21031 0.50496 0.08
C -6.98428 -2.18557 1.05114 -0.53
O -8.14549 -2.42669 0.70444 0.10
O -6.36873 -2.63402 2.16506 0.08
H -3.07719 -2.89534 1.88630 0.06
H -4.41139 -3.88538 1.25932 0.09
H -3.89987 -3.91982 2.93367 0.07
H -4.93641 -1.62553 3.21921 0.15
H -4.16255 -1.11554 0.49887 0.12
H -4.98145 -0.03985 1.66381 0.14
C 0.46674 -1.33285 1.63747 -0.02
C 0.14982 0.00872 0.95449 -0.26
C 0.18195 0.12541 -0.58138 -0.12
O -0.92626 0.88607 -0.86561 0.03
C -1.68851 1.14186 0.29062 -0.56
O -2.67611 1.78939 0.36458 0.14
O -1.10870 0.57529 1.30470 0.12
H 0.50177 -1.27819 2.72553 0.08
H 1.39393 -1.83499 1.36125 0.06
H -0.42544 -1.95676 1.58408 0.08
H 0.90191 0.67942 1.36999 0.13
H 0.05474 -0.79025 -1.15886 0.13
H 1.06053 0.62463 -0.99004 0.11
C -0.91016 -1.07199 -3.99335 0.00
C -2.45444 -1.03109 -3.75648 -0.28
C -3.37174 -1.95904 -4.54779 -0.11
O -3.70855 -2.96028 -3.66202 0.10
C -3.30433 -2.59903 -2.43947 -0.58
O -3.66616 -3.14226 -1.40778 0.14
O -2.50824 -1.59779 -2.48962 0.10
H -0.39291 -0.39371 -3.31476 0.05
H -0.64863 -0.71347 -4.98892 0.08
H -0.63814 -2.11841 -3.85508 0.10
H -2.71001 0.02797 -3.79072 0.14
H -2.89591 -2.42261 -5.41196 0.14
H -4.18676 -1.32633 -4.89924 0.14
C 5.43000 -2.93367 0.12014 -0.10
N 4.31587 -3.59729 -0.37265 -0.20
C 4.54695 -4.99988 -0.87967 0.00
C 3.13381 -2.97851 -0.33964 -0.34
O 2.09246 -3.55798 -0.63229 0.00
H 5.97618 -3.68263 0.69359 0.09
H 5.15570 -2.20557 0.88351 0.07
H 5.97231 -2.57034 -0.75277 0.10
H 4.79773 -5.59758 -0.00333 0.08
H 3.56229 -5.39858 -1.12375 0.08
H 5.30619 -5.12705 -1.65134 0.09
H 3.25262 -1.92673 -0.03657 0.13
C -2.97780 5.56785 -3.45232 -0.05
N -3.45177 4.34049 -2.82744 -0.18
C -3.68484 4.46446 -1.41287 -0.08
C -3.56343 3.15628 -3.49682 -0.36
O -3.44734 2.99286 -4.67493 0.03
H -3.14055 5.60635 -4.52941 0.08
H -1.89148 5.55166 -3.54039 0.08
H -3.41720 6.43683 -2.96252 0.09
H -4.08821 3.61183 -0.86659 0.08
H -2.81892 4.74203 -0.81185 0.05
H -4.54613 5.10859 -1.23567 0.10
H -3.79409 2.39972 -2.73092 0.13
C 1.72007 -5.18761 5.01340 -0.05
N 0.43186 -5.21514 4.31879 -0.16
C -0.54206 -6.15397 5.04196 0.01
C 0.12772 -4.59099 3.24900 -0.35
O -1.06304 -4.52953 2.82844 -0.04
H 1.55127 -4.95414 6.06463 0.08
H 2.55256 -4.63367 4.57957 0.09
H 2.02717 -6.22596 5.13842 0.08
H -1.57497 -6.03424 4.71505 0.08
H -0.31281 -7.16754 4.71301 0.09
H -0.50098 -6.01699 6.12253 0.08
H 0.97700 -4.05356 2.79947 0.13
C -0.83000 4.70668 0.76053 -0.07
N -1.87701 5.19626 1.64183 -0.20
C -2.16593 6.59241 1.61830 -0.07
C -2.69342 4.34884 2.38714 -0.31
O -3.72669 4.62339 2.97175 0.02
H -0.00010 5.34140 1.07116 0.08
H -1.02079 4.80241 -0.30837 0.07
H -0.32259 3.77194 0.99903 0.09
H -2.54594 7.01436 2.54870 0.10
H -1.20089 7.07255 1.45630 0.08
H -2.70261 6.91735 0.72697 0.09
H -2.23976 3.34726 2.44381 0.12
C 2.82260 3.21549 -2.41101 -0.06
N 2.03466 2.57177 -3.43924 -0.17
C 1.43465 3.48170 -4.48395 -0.02
C 2.08128 1.21105 -3.54003 -0.34
O 2.60457 0.37169 -2.80191 -0.02
H 3.25571 2.56652 -1.64985 0.09
H 2.32477 4.12934 -2.08677 0.08
H 3.70594 3.66964 -2.85998 0.08
H 0.66791 2.94990 -5.04734 0.09
H 0.86596 4.22732 -3.92831 0.07
H 2.12894 4.04461 -5.10780 0.09
H 1.62472 0.81630 -4.46086 0.13



Entry 3:
12
Properties=species:S:1:pos:R:3:lowdin_charge:R:1 method="wB97M-V/def2-TZVPD" max_force_ev_per_a=4.399 gap_ev=9.62 de_lowest_kj_mol=463.3 homo_energy_ev=-8.92 total_charge=0 lumo_ev=0.707
H -0.65697 -2.67087 0.16747 0.06
N 0.01073 -1.90526 0.29529 0.13
C -0.37979 -0.74793 0.01072 -0.47
C -1.71426 -0.33803 -0.02245 -0.08
N -1.89941 0.94478 0.00554 0.11
O -0.64226 1.54053 -0.17403 -0.04
N 0.20908 0.45732 -0.28449 -0.10
C 1.62263 0.85943 -0.05207 -0.01
H -2.61911 -0.89408 0.09908 0.12
H 2.26411 -0.04170 -0.29567 0.10
H 1.89869 1.59115 -0.78226 0.06
H 1.90656 1.20465 1.03287 0.12



Entry 4:
19
Properties=species:S:1:pos:R:3:lowdin_charge:R:1 method="wB97M-V/def2-TZVPD" max_force_ev_per_a=3.140 gap_ev=8.87 de_lowest_kj_mol=329.4 homo_energy_ev=-8.07 total_charge=0 lumo_ev=0.799
C 0.57711 1.22584 1.06887 -0.08
N 0.43220 0.50765 -0.18915 -0.25
C 0.38253 1.35200 -1.37151 -0.08
C -0.17761 -0.93197 -0.17641 -0.66
C -1.22289 -1.11299 0.92282 -0.02
N 1.06100 -1.58212 -0.06587 0.03
O -0.76033 -1.16710 -1.45041 -0.02
H -0.22404 1.96050 1.17465 0.08
H 1.55074 1.72630 1.09245 0.09
H 0.55911 0.57721 1.93998 0.07
H 0.33619 0.73824 -2.26638 0.08
H -0.47012 2.03376 -1.32061 0.08
H 1.30402 1.94158 -1.41031 0.09
H -2.03488 -0.38510 0.83953 0.09
H -0.76655 -1.03768 1.90531 0.07
H -1.62814 -2.11856 0.81508 0.09
H 1.52112 -0.45506 -0.43273 0.19
H 1.21308 -2.47407 0.38530 0.05
H -1.65253 -0.79845 -1.46060 0.09